# 1
Computed, not measured: C16H12N4O2PdS as an isolated structure, with the ωB97M-V functional and the def2-TZVPD basis.

Properties
* strongest force on any atom: 0.384 eV/A
* E: -41136.2356 eV
* HOMO level (alpha / beta): -14.1 / -14.1 eV
* charge: +2

Positions of all 36 atoms, in Å:
1 Pd 0.052 -0.207 -0.007
2 N 2.095 3.431 -0.083
3 C 3.199 2.569 -0.095
4 C 4.561 2.815 -0.115
5 C 5.383 1.701 -0.123
6 C 4.861 0.401 -0.110
7 C 3.498 0.168 -0.088
8 C 2.672 1.281 -0.082
9 N 1.264 1.382 -0.060
10 C 0.999 2.668 -0.065
11 C -1.440 2.750 -0.063
12 C -2.448 3.598 -0.108
13 S -4.136 3.119 -0.106
14 C -3.861 1.449 0.156
15 N -2.821 0.723 0.211
16 H 2.094 4.440 -0.091
17 H 4.966 3.817 -0.125
18 H 6.455 1.838 -0.139
19 H 5.542 -0.438 -0.117
20 H 3.109 -0.846 -0.079
21 H -2.249 4.658 -0.137
22 H -4.767 0.869 0.312
23 O -1.516 1.371 -0.006
24 O -0.181 3.283 -0.062
25 N -0.444 -1.979 0.110
26 C -1.359 -2.871 0.104
27 C -2.771 -2.571 -0.059
28 C -3.664 -3.594 -0.061
29 C -3.200 -4.919 0.089
30 C -1.847 -5.256 0.252
31 C -0.923 -4.256 0.266
32 H -3.052 -1.530 -0.170
33 H -4.722 -3.411 -0.178
34 H -3.929 -5.721 0.078
35 H -1.557 -6.291 0.364
36 H 0.135 -4.442 0.389

# 2
Computed, not measured: C16H12N6OSe4Ti as an isolated structure at a distorted geometry, with the ωB97M-V functional and the def2-TZVPD basis.

Properties
* strongest force on any atom: 2.148 eV/A
* E: -312280.1711 eV
* HOMO level (alpha / beta): -0.2 / -0.2 eV
* charge: -2
* relative energy (zero: lowest compared OMol25 entry of this formula, charge and spin): 8.9 kcal/mol

Positions of all 40 atoms, in Å:
1 Ti 0.578 0.847 0.864
2 C -1.921 -2.574 0.148
3 C -1.164 -1.415 0.736
4 N -0.317 -0.646 0.008
5 N -0.030 -0.872 -1.299
6 C 0.890 -0.013 -1.669
7 O 1.337 0.872 -0.811
8 C 1.432 -0.070 -3.021
9 C 0.905 -0.922 -3.999
10 C 1.451 -0.958 -5.267
11 C 2.538 -0.152 -5.593
12 C 3.071 0.692 -4.627
13 C 2.525 0.737 -3.357
14 C -1.218 -1.039 2.077
15 C -1.905 -1.744 3.096
16 C -1.836 -1.310 4.389
17 C -1.079 -0.154 4.697
18 C -0.421 0.493 3.683
19 N -0.465 0.091 2.398
20 H -1.648 -2.664 -0.901
21 H -3.002 -2.421 0.220
22 H -1.673 -3.514 0.653
23 H 0.061 -1.546 -3.735
24 H 1.042 -1.622 -6.020
25 H 2.963 -0.181 -6.590
26 H 3.926 1.311 -4.874
27 H 2.933 1.388 -2.595
28 H -2.465 -2.635 2.840
29 H -2.345 -1.857 5.175
30 H -1.009 0.219 5.710
31 H 0.173 1.377 3.880
32 Se 2.415 -1.011 1.589
33 Se 4.146 0.523 1.393
34 Se 3.477 2.202 2.864
35 Se 1.583 3.103 1.820
36 N -4.583 4.592 2.054
37 C -3.917 3.730 1.642
38 N -3.279 2.705 1.177
39 C -2.106 2.404 0.819
40 N -1.063 2.034 0.426

# 3
Computed, not measured: C16H12N7OSScSe as an isolated structure at a distorted geometry, with the ωB97M-V functional and the def2-TZVPD basis.

Properties
* strongest force on any atom: 1.805 eV/A
* E: -126134.3197 eV
* HOMO level: -14.7 eV
* charge: +2

Positions of all 39 atoms, in Å:
1 Sc -0.529 1.195 0.379
2 Se 2.573 -4.318 -4.127
3 N 1.007 -4.095 -3.390
4 C 1.003 -2.987 -2.672
5 C -0.118 -2.482 -1.934
6 C -1.368 -3.118 -1.931
7 C -2.403 -2.558 -1.214
8 C -2.174 -1.385 -0.498
9 N -0.991 -0.760 -0.472
10 C 0.039 -1.287 -1.196
11 C 1.307 -0.568 -1.205
12 N 1.397 0.595 -0.496
13 C 2.552 1.270 -0.527
14 C 3.668 0.851 -1.250
15 C 3.594 -0.319 -1.974
16 C 2.401 -1.055 -1.955
17 C 2.246 -2.280 -2.683
18 N 3.189 -2.853 -3.408
19 H -1.489 -4.028 -2.499
20 H -3.383 -3.008 -1.204
21 H -2.974 -0.921 0.077
22 H 2.583 2.197 0.044
23 H 4.567 1.446 -1.243
24 H 4.419 -0.690 -2.563
25 N -5.137 5.405 -1.934
26 C -4.192 4.931 -1.492
27 N -3.115 4.429 -0.986
28 C -2.472 3.480 -0.615
29 N -1.708 2.643 -0.209
30 C 0.873 0.701 4.593
31 S -0.225 1.852 3.728
32 C -1.798 1.330 4.455
33 O -0.300 1.221 2.305
34 H 0.924 0.993 5.637
35 H 1.867 0.776 4.156
36 H 0.499 -0.315 4.507
37 H -1.822 1.625 5.500
38 H -1.904 0.252 4.370
39 H -2.603 1.836 3.924

# 4
Computed, not measured: C16H13AlBCl5F4N4S as an isolated structure, with the ωB97M-V functional and the def2-TZVPD basis.

Properties
* strongest force on any atom: 0.581 eV/A
* E: -114364.7223 eV
* HOMO level: -8.8 eV
* charge: 0
* relative energy (zero: lowest compared OMol25 entry of this formula, charge and spin): 6.3 kcal/mol

Positions of all 45 atoms, in Å:
1 Al 0.098 -1.000 0.328
2 C -3.759 2.454 2.417
3 C -2.583 2.332 3.378
4 N -2.006 0.990 3.382
5 C -1.045 0.587 2.541
6 S -0.552 -1.094 2.600
7 N -0.507 1.492 1.732
8 N 0.404 0.878 0.939
9 C 1.482 1.459 0.564
10 C 1.769 2.886 0.884
11 C 2.456 0.515 -0.035
12 C 3.707 0.874 -0.494
13 C 4.583 -0.121 -0.911
14 C 4.187 -1.445 -0.866
15 C 2.909 -1.736 -0.423
16 N 2.074 -0.782 -0.013
17 H -4.184 3.459 2.466
18 H -3.430 2.264 1.394
19 H -4.544 1.737 2.666
20 H -1.796 3.024 3.095
21 H -2.891 2.565 4.397
22 H -2.425 0.275 3.950
23 H 1.515 3.071 1.928
24 H 2.808 3.153 0.711
25 H 1.130 3.535 0.282
26 H 3.994 1.915 -0.529
27 H 5.569 0.144 -1.271
28 H 4.844 -2.245 -1.179
29 H 2.528 -2.752 -0.402
30 Cl 1.693 -0.349 -3.130
31 C -0.024 -0.536 -2.910
32 C -0.552 -0.636 -1.629
33 C -1.942 -0.733 -1.595
34 Cl -2.610 -0.871 0.004
35 C -2.782 -0.750 -2.696
36 Cl -4.487 -0.869 -2.511
37 C -2.203 -0.664 -3.957
38 Cl -3.195 -0.682 -5.360
39 C -0.818 -0.556 -4.065
40 Cl -0.107 -0.438 -5.629
41 F -0.194 -4.870 1.218
42 B 0.132 -4.470 -0.030
43 F 0.113 -2.740 0.160
44 F 1.436 -4.641 -0.401
45 F -0.795 -4.628 -1.000

# 5
Computed, not measured: the molecule C16H13BN2O3 at a distorted geometry, with the ωB97M-V functional and the def2-TZVPD basis.

Properties
* SMILES: O=C(Nc1cccc(B(O)O)c1)c1ccc2ccccc2n1
* strongest force on any atom: 4.332 eV/A
* E: -26604.8159 eV
* HOMO level: -8.4 eV
* charge: 0
* relative energy (zero: lowest compared OMol25 entry of this formula, charge and spin): 19.3 kcal/mol

Positions of all 35 atoms, in Å:
1 O 1.185 -0.548 -1.240
2 C 0.474 0.058 -0.398
3 N -0.897 0.007 -0.563
4 C -1.617 -0.599 -1.659
5 C -2.976 -0.374 -1.687
6 C -3.762 -0.988 -2.582
7 C -3.183 -1.912 -3.440
8 C -1.855 -2.259 -3.364
9 B -1.375 -3.515 -4.117
10 O -1.622 -3.586 -5.451
11 O -0.678 -4.413 -3.351
12 C -1.069 -1.600 -2.509
13 C 1.109 0.710 0.770
14 C 2.526 0.542 0.849
15 C 3.250 0.968 1.893
16 C 2.478 1.665 2.885
17 C 3.123 2.348 3.964
18 C 2.495 3.177 4.823
19 C 1.110 3.353 4.672
20 C 0.462 2.804 3.611
21 C 1.106 1.894 2.693
22 N 0.394 1.336 1.685
23 H -1.363 0.674 -0.060
24 H -3.404 0.336 -0.976
25 H -4.786 -0.759 -2.596
26 H -3.780 -2.527 -4.110
27 H -1.318 -4.462 -5.796
28 H -0.590 -4.257 -2.409
29 H -0.001 -1.740 -2.517
30 H 3.031 0.038 0.113
31 H 4.361 0.869 1.973
32 H 4.127 2.118 4.305
33 H 3.064 3.627 5.681
34 H 0.566 3.905 5.452
35 H -0.587 3.109 3.455

# 6
Computed, not measured: C16H13BiN3O2S2 as an isolated structure, with the ωB97M-V functional and the def2-TZVPD basis.

Properties
* strongest force on any atom: 0.527 eV/A
* E: -52871.4008 eV
* HOMO level: -11.1 eV
* charge: +1
* relative energy (zero: lowest compared OMol25 entry of this formula, charge and spin): 0.0 kcal/mol

Positions of all 37 atoms, in Å:
1 Bi 1.021 -2.132 -1.171
2 C 4.990 -1.331 1.396
3 C 3.582 -1.625 0.929
4 S 3.436 -1.646 -0.834
5 C 2.570 -1.876 1.767
6 C 2.705 -1.862 3.266
7 S 0.909 -2.252 1.277
8 H 5.660 -1.243 0.544
9 H 5.353 -2.144 2.024
10 H 5.040 -0.401 1.964
11 H 3.747 -1.800 3.567
12 H 2.268 -2.764 3.695
13 H 2.175 -1.005 3.688
14 O -4.034 4.112 -0.444
15 N -2.947 3.872 -0.922
16 O -2.225 4.683 -1.466
17 C -2.510 2.457 -0.904
18 C -3.498 1.540 -0.852
19 C -3.202 0.150 -0.871
20 C -4.213 -0.828 -0.832
21 C -3.866 -2.154 -0.838
22 C -2.508 -2.486 -0.879
23 N -1.549 -1.584 -0.925
24 C -1.866 -0.278 -0.929
25 C -0.808 0.702 -0.987
26 N 0.475 0.279 -1.053
27 C 1.467 1.146 -1.054
28 C 1.248 2.520 -0.988
29 C -0.039 2.989 -0.949
30 C -1.119 2.082 -0.960
31 H -4.527 1.866 -0.800
32 H -5.249 -0.518 -0.797
33 H -4.617 -2.929 -0.805
34 H -2.200 -3.526 -0.868
35 H 2.469 0.736 -1.098
36 H 2.087 3.200 -0.976
37 H -0.225 4.049 -0.916